Entry 1:
ORCA calculation (ωB97M-V/def2-TZVPD) on a molecular structure, C42H40N2O6P2V in a non-equilibrium geometry.

```
93
Properties=species:S:1:pos:R:3:forces:R:3
V -2.70845 1.44664 2.82258 0.0 2.9 -0.3
C -2.81615 0.22437 4.75708 2.1 -1.0 0.0
C -1.70764 -0.11263 3.95778 -0.8 0.3 1.5
C -1.66238 -1.27969 3.00929 0.5 -0.9 -0.2
C -2.00422 -0.99828 1.52710 0.6 -0.6 0.0
C -3.17046 -0.09727 1.30159 -2.1 0.0 0.4
C -4.27898 0.03144 2.14689 0.7 -0.5 -1.8
C -4.60866 -0.88129 3.28344 -0.6 -0.6 0.9
C -4.12811 -0.46012 4.70189 -1.1 -0.4 0.0
C -2.48559 2.78698 1.20383 0.0 -0.5 0.5
H -2.63987 0.80646 5.66863 0.0 0.2 -0.6
H -0.73649 0.31697 4.24236 -0.4 -0.1 0.0
H -2.28828 -2.11084 3.37236 0.2 0.4 0.0
H -0.62835 -1.67032 3.02554 -0.4 0.1 0.0
H -1.11355 -0.60875 0.99936 -0.4 0.0 0.2
H -2.19303 -1.97914 1.05592 0.0 0.3 0.0
H -3.22664 0.38910 0.32554 0.1 0.0 0.4
H -5.11652 0.65016 1.79790 0.6 0.0 0.1
H -4.26418 -1.90588 3.07865 -0.1 0.4 -0.1
H -5.71063 -0.92965 3.33993 0.4 -0.1 -0.1
H -4.90880 0.16908 5.17288 0.5 -0.1 -0.3
H -4.09894 -1.37696 5.32245 0.1 0.3 -0.1
H -2.41022 3.79580 1.65497 0.1 -0.4 -0.5
H -3.37101 2.70838 0.54508 0.5 0.2 0.1
H -1.55935 2.49485 0.67511 -0.3 0.4 -0.2
P 5.03483 -1.01591 -2.43513 0.4 0.8 -0.1
P 2.88747 -0.77060 -4.96232 0.3 0.7 -0.6
C 4.28954 -2.46507 -3.23085 -1.0 -0.2 -0.8
C 3.40873 -2.35610 -4.26171 1.0 -0.6 0.7
C 6.77154 -1.58095 -2.15391 0.2 -0.1 0.0
C 7.13811 -2.93424 -2.06553 0.4 0.4 0.2
C 8.46642 -3.28827 -1.79896 -0.1 0.2 -0.1
C 9.43867 -2.29692 -1.63047 -0.3 0.1 0.0
C 9.08753 -0.94492 -1.74665 -0.1 -0.2 0.0
C 7.76624 -0.58619 -2.02526 -0.2 -0.6 0.1
C 4.29033 -1.10923 -0.75830 -0.1 -0.3 0.2
C 2.91902 -0.80056 -0.65495 0.4 -0.2 0.3
C 2.27142 -0.92729 0.57308 0.2 -0.1 0.1
C 2.97456 -1.36366 1.70401 0.2 0.0 -0.3
C 4.34353 -1.63969 1.60273 -0.2 0.1 0.0
C 5.00789 -1.49522 0.38235 -0.5 0.0 0.0
C 3.20240 -1.18553 -6.76214 0.1 -0.1 0.0
C 4.55055 -1.29728 -7.16966 -0.5 -0.1 0.0
C 4.86331 -1.72977 -8.45902 -0.2 0.0 0.0
C 3.83981 -2.04316 -9.36333 -0.2 0.1 0.3
C 2.49981 -1.88888 -8.98040 0.4 0.1 0.1
C 2.18393 -1.43856 -7.69289 0.3 -0.2 0.0
C 1.06638 -0.89990 -4.87095 -0.2 0.1 0.1
C 0.33625 0.29925 -5.00657 0.0 -0.7 0.0
C -1.05726 0.26076 -5.02931 -0.1 -0.1 0.0
C -1.73498 -0.95719 -4.89855 0.4 -0.1 0.0
C -1.00690 -2.14154 -4.72240 0.0 0.3 0.1
C 0.38973 -2.11121 -4.68233 -0.4 0.3 -0.2
H 4.55993 -3.44753 -2.83005 -0.2 0.1 -0.4
H 3.04776 -3.24387 -4.79621 0.2 0.0 0.5
H 6.39337 -3.71684 -2.19300 0.2 0.2 0.1
H 8.73122 -4.34504 -1.72118 0.0 0.3 0.0
H 10.46909 -2.57513 -1.41269 -0.2 0.1 -0.1
H 9.84348 -0.16615 -1.62418 -0.2 -0.3 -0.1
H 7.48915 0.46262 -2.14157 0.1 -0.3 0.1
H 2.36946 -0.47902 -1.54216 0.1 -0.1 0.2
H 1.20963 -0.68928 0.65457 0.3 -0.1 -0.1
H 2.45668 -1.49097 2.65745 0.2 0.1 -0.3
H 4.89721 -1.97957 2.47797 -0.1 0.1 -0.2
H 6.07435 -1.70875 0.31253 -0.3 0.0 0.0
H 5.34878 -1.06788 -6.46090 -0.2 -0.1 -0.2
H 5.91000 -1.83192 -8.76040 -0.4 0.0 0.1
H 4.08284 -2.40546 -10.36149 0.0 0.1 0.2
H 1.69632 -2.13047 -9.67878 0.3 0.1 0.2
H 1.13698 -1.32059 -7.40450 0.3 -0.1 -0.1
H 0.87015 1.24490 -5.10657 -0.1 -0.2 0.0
H -1.61867 1.18876 -5.15412 0.1 -0.3 0.1
H -2.82485 -0.98515 -4.92998 0.3 0.0 0.0
H -1.52570 -3.09384 -4.62099 0.1 0.2 0.0
H 0.94658 -3.03517 -4.52503 -0.2 0.2 -0.1
O -5.59655 2.83578 2.84714 0.9 0.2 1.4
C -4.90735 3.03126 3.85968 -0.7 0.2 -0.6
O -3.65474 2.72727 4.02433 -1.0 -0.3 0.0
C -5.57886 3.69038 5.07918 -0.3 0.0 0.4
C -6.62050 4.61181 4.88663 -0.2 0.2 0.6
C -7.27405 5.19375 5.99975 1.6 -1.3 -0.2
C -6.95033 4.81757 7.30772 0.0 0.0 -0.1
C -5.95178 3.85846 7.48843 -0.1 0.2 -1.9
C -5.24456 3.31298 6.38715 -0.4 0.4 0.4
N -5.64950 3.39850 8.82035 0.6 -0.9 2.8
O -6.26365 3.91043 9.77995 1.1 -0.9 -2.0
O -4.78724 2.50278 8.96596 -1.6 1.7 -0.5
N -8.26672 6.21659 5.78983 -2.2 2.2 -0.3
O -8.54043 6.55493 4.62156 0.7 -0.8 2.0
O -8.81026 6.73381 6.79350 1.2 -1.2 -1.8
H -6.93492 4.87483 3.88157 0.1 0.0 0.2
H -7.46707 5.25532 8.16000 0.2 -0.1 -0.3
H -4.45762 2.58832 6.57979 -0.1 0.2 -0.1
```
Positions in Å, forces in eV/Å.

As for the spin multiplicity: 4. For the LUMO energy (alpha / beta), the calculation gives -1.2796 / -1.2786 eV. The energy above the lowest of the compared OMol25 structures with the same formula, charge and spin comes out at 0.000 eV. The net charge is 0. The total energy comes out at -103724.54987 eV.

Entry 2:
ORCA calculation (ωB97M-V/def2-TZVPD) on C5H7N3 in the gas phase in a non-equilibrium geometry.

```
15
Properties=species:S:1:pos:R:3:forces:R:3
H -1.17991 -2.14247 0.89397 -0.6 -0.5 0.2
N -0.44565 -1.49851 0.68288 -1.0 2.1 -0.8
C -0.91186 -0.43704 0.10391 1.8 -1.1 0.2
C -2.31805 -0.04862 -0.26737 0.1 -1.1 -1.6
N 0.06447 0.48239 -0.39646 -1.1 1.8 1.2
C 1.43119 0.31736 -0.01178 -0.3 0.4 -0.6
C 2.24418 1.33879 0.28367 -0.3 0.2 0.5
C 1.94587 -1.02679 -0.20789 0.5 -1.5 -0.3
N 2.32597 -2.10169 -0.43724 -0.2 1.8 0.3
H -2.58377 0.91977 0.10842 -0.2 0.4 0.5
H -3.03156 -0.83277 0.02789 0.2 0.5 0.1
H -2.37042 0.04034 -1.39428 0.1 -0.1 1.1
H -0.29341 1.49700 -0.29840 1.1 -2.2 -0.4
H 1.83125 2.37495 0.38468 0.6 -1.1 -0.1
H 3.29169 1.11730 0.52800 -0.6 0.4 -0.3
```
Positions in Å, forces in eV/Å.

As for the SMILES: [H]/N=C(\C)NC(=C)C#N. For the LUMO energy, the calculation gives 0.6226 eV. The energy above the lowest of the compared OMol25 structures with the same formula, charge and spin comes out at 2.026 eV. The net charge is 0. The total energy comes out at -9767.36179 eV.

Entry 3:
ORCA calculation (ωB97M-V/def2-TZVPD) on a gas-phase ion, C5H8N (charge +1) in a non-equilibrium geometry.

```
14
Properties=species:S:1:pos:R:3:forces:R:3
C -0.64238 0.07706 -0.00062 -3.5 0.1 -0.4
C 1.55338 -0.52433 0.25556 0.9 1.0 2.5
C 1.42496 0.83934 -0.45582 0.0 -1.4 1.6
C 0.21073 -0.98221 0.51820 0.6 5.0 -2.3
C -2.49336 0.09661 -0.06031 4.5 3.0 1.0
N 0.02334 1.03642 -0.61147 -0.5 -0.3 1.6
H 2.16070 -1.22282 -0.21446 1.1 -1.7 -1.5
H 2.26899 -0.46881 1.22188 -1.8 -0.1 -1.4
H 2.03128 1.49952 0.20610 -1.0 0.6 -0.7
H 1.79507 0.92170 -1.45005 0.9 -0.2 -0.9
H -0.21992 -1.83256 0.85374 -0.7 -2.9 1.5
H -2.79247 1.10729 0.50985 0.6 -2.8 -1.0
H -2.76380 -0.86569 0.35024 -0.6 0.2 -0.2
H -2.55654 0.31849 -1.12284 -0.7 -0.6 0.0
```
Positions in Å, forces in eV/Å.

For the LUMO energy, the calculation gives -7.4558 eV. The energy above the lowest of the compared OMol25 structures with the same formula, charge and spin comes out at 4.582 eV. The net charge is +1. The total energy comes out at -6793.50669 eV.

Entry 4:
ORCA calculation (ωB97M-V/def2-TZVPD) on C3H6N2O2 in the gas phase in a non-equilibrium geometry.

```
13
Properties=species:S:1:pos:R:3:forces:R:3
H -1.58056 1.05307 2.06657 -0.4 0.1 -0.6
N -0.82182 0.85552 1.41759 1.8 2.1 1.0
C -0.44462 -0.34709 1.66357 -1.8 1.1 -2.5
O 0.62527 -0.88765 1.07212 -0.5 -0.1 0.0
C 1.26645 -0.07555 0.05257 0.2 0.0 0.1
C 0.67397 -0.31062 -1.34385 0.1 -0.1 0.0
N -0.64109 0.01345 -1.48335 0.0 0.1 -0.1
O 1.35933 -0.74559 -2.24962 -0.2 0.1 0.3
H -1.49466 -0.68107 1.61293 0.6 -3.0 1.6
H 1.19241 0.98401 0.31529 0.1 -0.2 0.0
H 2.30539 -0.39293 0.01337 -0.1 0.0 0.1
H -1.02050 -0.01552 -2.41895 0.0 0.0 0.2
H -1.09393 0.58300 -0.78200 0.1 -0.1 -0.1
```
Positions in Å, forces in eV/Å.

As for the SMILES: [H]/N=C/OCC(N)=O. For the LUMO energy, the calculation gives 0.6868 eV. The energy above the lowest of the compared OMol25 structures with the same formula, charge and spin comes out at 3.197 eV. The net charge is 0. The total energy comes out at -10281.60085 eV.

Entry 5:
ORCA calculation (ωB97M-V/def2-TZVPD) on a molecular structure, C4H8CuMgO3 in a non-equilibrium geometry.

```
17
Properties=species:S:1:pos:R:3:forces:R:3
O 1.21742 -1.12319 -1.52959 0.7 -0.2 0.0
Cu -0.40700 -1.82465 -1.01049 0.0 -1.7 -1.8
Mg 1.14583 0.13073 0.00207 0.6 2.0 0.1
O -0.79745 -0.47413 -0.02546 0.8 1.4 0.4
O 0.25963 1.35858 1.64348 -0.1 -0.9 0.1
C 1.08738 2.50387 1.29723 0.3 0.8 -0.2
C -1.12428 1.44317 1.33190 0.1 0.5 -0.4
C 1.89123 2.12867 0.09796 -0.1 -0.4 0.3
C -1.61969 0.05275 0.97435 -1.5 -0.3 1.4
H 1.69516 2.73928 2.19066 -0.2 -0.2 -0.2
H 0.42549 3.37592 1.13603 0.1 -0.2 0.0
H -1.25057 2.10020 0.45367 -0.1 -0.1 0.2
H -1.68969 1.86544 2.17758 0.0 -0.3 -0.2
H 1.74662 -0.97241 -2.34509 -1.0 -0.4 0.6
H -1.60562 -0.60758 1.85863 0.0 0.3 -0.2
H -2.66939 0.13363 0.64589 0.4 0.0 0.0
H 2.60120 2.90403 -0.21927 -0.3 -0.4 0.0
```
Positions in Å, forces in eV/Å.

As for the spin multiplicity: 3. For the LUMO energy (alpha / beta), the calculation gives -5.8815 / -8.0125 eV. The net charge is +1. The total energy comes out at -60494.59288 eV.

Entry 6:
ORCA calculation (ωB97M-V/def2-TZVPD) on a molecular structure, CH14FO6Zr in a non-equilibrium geometry.

```
23
Properties=species:S:1:pos:R:3:forces:R:3
Zr 1.34475 2.15843 -0.77071 -3.7 -5.6 0.8
F 0.23314 0.32735 -0.69968 3.1 4.5 0.1
C -0.57784 -2.55522 1.78628 -0.7 3.2 0.8
O 0.43604 -1.55007 1.91708 -2.0 -1.3 0.4
H -1.39908 -2.27622 2.44644 0.2 0.0 0.5
H -0.99688 -2.68455 0.78839 0.7 -0.5 -1.0
H -0.14978 -3.48425 2.16279 0.7 -1.5 0.2
H 1.11407 -1.61710 1.24077 0.5 -1.1 -0.9
O -2.35780 -0.29961 0.36637 0.4 -0.3 0.1
H -1.60516 -0.24538 -0.22255 -0.3 0.0 -0.1
H -2.14724 0.30154 1.08087 -0.5 0.2 0.5
O -1.20078 -1.26268 -2.49030 0.3 -0.2 0.3
H -0.88028 -0.79707 -1.71782 0.0 -0.1 -0.1
H -1.20599 -0.60253 -3.18341 -0.5 0.0 -0.7
O 1.40371 1.22394 -3.07610 0.3 1.4 2.9
H 2.19573 0.88145 -3.49040 1.2 -0.3 -0.5
H 0.72785 1.14625 -3.74945 -1.0 0.2 -0.7
O -0.17095 2.73193 0.82741 1.8 0.0 -2.2
H -0.45865 2.19409 1.56511 -0.1 -0.8 0.8
H -0.75573 3.48962 0.84038 -0.8 1.4 -0.1
O 2.03307 1.17795 1.14812 -0.4 0.9 -2.2
H 2.50495 1.49921 1.91648 0.9 0.9 1.0
H 1.91285 0.24291 1.31394 -0.1 -0.7 -0.1
```
Positions in Å, forces in eV/Å.

As for the spin multiplicity: 2. For the LUMO energy (alpha / beta), the calculation gives -20.9801 / -20.9818 eV. The net charge is +4. The total energy comes out at -17491.00309 eV.